(1)
{
  "formula": "C43H51BKN7O2S9",
  "method": "ωB97M-V/def2-TZVPD",
  "total_charge": -2,
  "relative_energy_ev": 1.9291,
  "symbols": ["K", "C", "C", "C", "C", "N", "N", "B", "N", "N", "C", "C", "C", "C", "C", "S", "C", "C", "C", "C", "N", "N", "C", "C", "C", "C", "C", "S", "C", "C", "C", "C", "C", "S", "C", "C", "C", "C", "H", "H", "H", "H", "H", "H", "H", "H", "H", "H", "H", "H", "H", "H", "H", "H", "H", "H", "H", "H", "H", "H", "H", "H", "H", "H", "H", "H", "H", "H", "H", "H", "H", "H", "H", "H", "H", "H", "H", "C", "C", "O", "C", "C", "C", "C", "C", "C", "O", "H", "H", "H", "H", "H", "H", "H", "S", "C", "S", "C", "C", "S", "S", "S", "S", "C", "N", "C", "C", "C", "C", "H", "H", "H", "H", "H"],
  "xyz": [[-0.16, 0.34, -1.04], [4.29, -1.14, -1.68], [3.83, -0.43, -0.45], [4.35, 0.76, -0.09], [3.92, 1.42, 1.10], [2.96, 0.94, 1.80], [2.39, -0.26, 1.44], [1.36, -0.69, 2.50], [1.12, 0.42, 3.53], [1.82, 0.23, 4.67], [1.76, 1.14, 5.59], [0.99, 2.34, 5.39], [0.29, 2.53, 4.26], [-0.49, 3.77, 4.00], [0.31, 1.48, 3.24], [-0.54, 1.59, 1.83], [2.52, 0.88, 6.88], [3.35, -0.40, 6.78], [1.50, 0.74, 8.03], [3.46, 2.06, 7.17], [1.69, -2.07, 3.20], [2.79, -2.57, 3.68], [2.78, -3.85, 3.93], [1.61, -4.63, 3.71], [0.50, -4.11, 3.17], [-0.72, -4.89, 2.80], [0.60, -2.73, 2.88], [-0.36, -1.55, 2.05], [4.08, -4.49, 4.43], [4.42, -5.69, 3.53], [5.24, -3.49, 4.37], [3.88, -4.96, 5.88], [2.85, -1.06, 0.42], [2.36, -2.65, 0.18], [4.65, 2.65, 1.63], [3.87, 3.28, 2.80], [4.84, 3.71, 0.54], [6.02, 2.17, 2.13], [5.00, -0.52, -2.23], [3.42, -1.35, -2.32], [4.74, -2.10, -1.43], [5.10, 1.23, -0.72], [0.99, 3.11, 6.16], [-0.40, 4.47, 4.84], [-1.55, 3.54, 3.83], [-0.14, 4.25, 3.08], [2.71, -1.27, 6.57], [3.88, -0.56, 7.72], [4.08, -0.33, 5.96], [0.80, -0.07, 7.81], [0.93, 1.66, 8.17], [2.02, 0.51, 8.97], [4.16, 2.20, 6.34], [4.03, 1.87, 8.08], [2.91, 3.00, 7.30], [1.63, -5.70, 3.94], [-0.51, -5.96, 2.77], [-1.08, -4.57, 1.81], [-1.53, -4.71, 3.52], [4.40, -5.40, 2.47], [3.72, -6.52, 3.66], [5.42, -6.06, 3.76], [5.39, -3.12, 3.35], [6.15, -3.99, 4.71], [5.04, -2.62, 5.01], [3.02, -5.64, 5.97], [3.70, -4.10, 6.54], [4.77, -5.49, 6.23], [2.90, 3.64, 2.45], [4.45, 4.13, 3.19], [3.70, 2.55, 3.60], [3.88, 3.97, 0.08], [5.51, 3.35, -0.26], [5.29, 4.61, 0.97], [5.90, 1.41, 2.92], [6.58, 3.01, 2.54], [6.61, 1.73, 1.32], [2.14, 1.07, -4.22], [1.51, -0.04, -3.39], [1.70, -0.01, -2.19], [0.73, -1.11, -4.05], [0.96, -1.39, -5.41], [0.39, -2.47, -6.05], [-0.46, -3.32, -5.30], [-0.76, -3.05, -3.99], [-0.23, -1.90, -3.30], [-0.61, -1.60, -2.12], [2.98, 0.67, -4.81], [2.50, 1.83, -3.53], [1.41, 1.51, -4.90], [1.64, -0.76, -5.96], [0.61, -2.68, -7.09], [-0.89, -4.19, -5.78], [-1.41, -3.70, -3.41], [1.37, 8.48, -3.15], [1.10, 6.89, -2.63], [2.13, 6.01, -1.61], [1.26, 4.49, -1.48], [0.10, 4.45, -2.18], [-1.04, 3.15, -2.31], [-0.25, 5.94, -3.05], [1.95, 3.23, -0.49], [-5.14, 0.50, 0.31], [-4.40, -0.29, 1.58], [-4.29, -1.67, 1.58], [-3.84, -2.43, 2.61], [-3.41, -1.85, 3.75], [-3.39, -0.42, 3.79], [-3.85, 0.32, 2.76], [-4.58, -2.11, 0.72], [-3.84, -3.50, 2.45], [-3.05, -2.45, 4.58], [-2.97, 0.08, 4.66], [-3.81, 1.40, 2.77]]
}

(2)
{
  "formula": "C5H14N2S",
  "method": "ωB97M-V/def2-TZVPD",
  "relative_energy_ev": 7.7234,
  "symbols": ["C", "N", "C", "C", "S", "C", "N", "C", "H", "H", "H", "H", "H", "H", "H", "H", "H", "H", "H", "H", "H", "H"],
  "xyz": [[2.20, -0.76, -0.42], [0.65, -0.84, -0.38], [-0.01, 0.34, 0.15], [-1.26, -0.28, 0.70], [-2.55, 1.04, 0.78], [2.72, 0.55, -0.46], [-2.16, -1.61, -1.37], [3.81, 0.86, 0.53], [2.36, -1.45, -1.26], [2.48, -1.48, 0.37], [-0.03, -1.49, -0.78], [0.63, 0.76, 0.95], [-0.36, 0.93, -0.70], [-1.22, -0.68, 1.71], [-1.72, -1.09, -0.12], [2.75, 0.95, -1.47], [-3.35, 0.49, -0.13], [-2.85, -0.99, -1.80], [-2.51, -2.55, -1.56], [4.84, 0.74, 0.19], [3.58, 0.33, 1.45], [3.67, 1.93, 0.74]]
}

Computed energy (eV) in order:
-174467.9390 -19219.5732
Computed max |F| (hartree/bohr) in order:
0.0599 0.0951